# 1
Formula: F6H4N3O18PS6Tl
Source: OMol25
Level of theory: ωB97M-V/def2-TZVPD

XYZ file:
```
39
Properties=species:S:1:pos:R:3
Tl 0.224 -1.232 -0.557
N -2.605 -0.208 -4.946
S -3.652 -0.938 -5.712
O -3.491 -1.257 -7.103
O -5.032 -0.703 -5.294
F -3.284 -2.297 -4.948
S -2.881 1.297 -5.790
O -4.173 1.974 -5.592
O -2.098 1.538 -7.030
F -2.033 2.256 -4.847
N 4.125 2.535 -1.572
S 4.708 3.583 -2.574
O 6.087 3.403 -2.980
O 4.050 4.895 -2.508
F 3.886 2.936 -3.793
S 5.406 2.902 -0.514
O 5.601 4.298 -0.228
O 6.523 1.972 -0.661
F 4.758 2.300 0.785
N 0.571 -1.524 4.820
S 0.149 -0.646 5.973
O 1.091 -0.302 7.055
O -1.277 -0.353 6.174
F 0.419 0.584 5.004
S 0.885 -2.952 5.811
O 0.842 -4.211 5.041
O 0.494 -3.034 7.212
F 2.472 -2.748 5.990
P -5.425 -2.397 1.560
O -5.308 -0.828 1.372
O -5.843 -3.147 2.807
O -4.359 -3.423 1.087
O -6.508 -3.204 0.797
O -2.496 3.051 0.067
H -2.678 3.982 0.198
H -3.189 2.601 0.548
O 4.355 -3.638 1.245
H 5.228 -3.432 0.909
H 4.457 -3.633 2.196
```

## Properties
- HOMO level: -3.0 eV
- Charge: -3

# 2
Formula: C8H16F7N4P
Source: OMol25
Level of theory: ωB97M-V/def2-TZVPD

XYZ file:
```
36
Properties=species:S:1:pos:R:3
C 1.235 -0.967 0.907
C 0.359 -1.245 -0.298
N -0.078 -2.390 -0.502
C -0.021 -0.217 -1.349
C 0.049 1.252 -0.943
C -1.215 1.825 -0.289
C -1.364 1.517 1.197
F -0.765 2.506 1.928
C 1.373 1.849 -0.440
N 2.137 2.301 -1.645
C 1.358 1.986 -2.689
N 1.729 1.704 -3.888
N 0.019 1.948 -2.302
H 0.849 -0.206 1.583
H 2.250 -0.674 0.630
H 1.341 -1.863 1.502
H 0.216 -3.004 0.256
H 0.542 -0.448 -2.252
H -1.058 -0.413 -1.597
H -1.178 2.911 -0.376
H -2.073 1.508 -0.870
H -2.421 1.488 1.434
H -0.973 0.533 1.431
H 1.926 1.386 0.363
H 1.066 2.792 0.021
H 3.038 1.828 -1.687
H 1.031 1.393 -4.547
H 2.677 1.810 -4.219
H -0.242 2.934 -2.254
F -2.837 -2.273 3.227
P -1.695 -3.441 2.990
F -0.744 -2.512 3.967
F -2.271 -4.084 4.386
F -0.219 -3.459 2.209
F -2.310 -3.235 1.475
F -1.733 -5.041 2.639
```

## Properties
- HOMO level: -9.7 eV
- Charge: 0

# 3
Formula: C17H18O4
Source: OMol25
Level of theory: ωB97M-V/def2-TZVPD

XYZ file:
```
39
Properties=species:S:1:pos:R:3
C -7.024 -0.655 0.978
H -7.364 -1.618 1.351
H -7.157 0.119 1.737
H -7.586 -0.368 0.086
O -5.650 -0.812 0.667
C -5.032 0.283 0.187
O -5.602 1.336 0.025
C -3.607 0.047 -0.114
C -2.854 1.097 -0.629
C -1.516 0.936 -0.927
C -0.902 -0.298 -0.715
C -1.660 -1.355 -0.200
C -2.992 -1.188 0.098
H -3.569 -2.008 0.496
H -1.169 -2.303 -0.044
O 0.390 -0.596 -0.991
C 1.284 0.415 -1.398
C 1.718 1.333 -0.243
O 2.332 0.640 0.816
C 3.534 0.015 0.508
C 3.524 -1.348 0.237
C 4.705 -2.013 -0.036
C 5.900 -1.314 -0.041
C 5.909 0.040 0.243
C 4.735 0.727 0.524
C 4.768 2.190 0.851
H 3.895 2.466 1.439
H 5.666 2.432 1.414
H 4.775 2.788 -0.062
H 6.845 0.580 0.253
H 6.827 -1.824 -0.256
H 4.692 -3.072 -0.246
H 2.579 -1.869 0.248
H 2.383 2.105 -0.657
H 0.847 1.812 0.212
H 0.866 1.020 -2.211
H 2.157 -0.125 -1.776
H -0.965 1.773 -1.328
H -3.339 2.048 -0.791
```

## Properties
- ΔE to the lowest compared entry with this formula, charge and spin: 0.0 kcal per mole
- HOMO level: -8.8 eV
- Charge: 0

# 4
Formula: C36H47F5NO16S2
Source: OMol25
Level of theory: ωB97M-V/def2-TZVPD

XYZ file:
```
107
Properties=species:S:1:pos:R:3
C 6.276 -4.619 0.883
C 5.201 -5.395 -0.002
N 4.541 -4.528 -1.004
C 3.435 -5.227 -1.688
C 2.820 -4.454 -2.909
C 5.555 -4.047 -1.936
S 6.360 -4.985 -3.024
S 5.998 -2.256 -1.852
C 4.605 -1.426 -2.735
C 4.724 0.137 -2.783
C 4.419 0.870 -1.403
C 3.888 -0.093 -0.268
C 2.310 -0.266 -0.308
C 1.621 0.120 -1.670
C 0.033 0.000 -1.496
C -0.435 -1.453 -1.012
C -0.524 -1.729 0.474
C -0.892 -2.999 1.055
C -1.201 -4.108 0.165
C -1.144 -3.881 -1.261
C -0.783 -2.616 -1.891
C 4.216 0.642 1.075
C 4.283 -0.473 2.318
C 4.307 -2.031 1.813
O 3.081 -1.282 2.497
H 5.964 -4.772 1.951
H 6.300 -3.538 0.599
H 7.321 -5.004 0.712
H 5.781 -6.200 -0.552
H 4.456 -5.893 0.670
H 2.602 -5.328 -0.931
H 3.679 -6.273 -2.023
H 2.031 -5.117 -3.365
H 3.556 -4.255 -3.732
H 2.359 -3.502 -2.551
H 4.660 -1.794 -3.805
H 3.634 -1.801 -2.333
H 5.755 0.417 -3.142
H 4.001 0.502 -3.562
H 3.780 1.799 -1.562
H 5.416 1.257 -1.034
H 2.106 -1.365 -0.125
H 1.833 0.333 0.524
H 1.818 1.163 -2.017
H 1.885 -0.659 -2.432
H -0.379 0.824 -0.824
H -0.398 0.216 -2.520
H -0.265 -0.908 1.182
H -0.915 -3.182 2.157
H -1.475 -5.120 0.544
H -1.365 -4.735 -1.951
H -0.731 -2.506 -2.995
H 5.266 1.039 1.105
H 3.431 1.373 1.429
H 4.925 -0.215 3.243
H 3.614 -2.378 1.014
H 4.184 -2.862 2.556
C 1.514 0.583 -7.628
C 2.713 0.373 -6.748
O 2.139 0.136 -5.480
C 0.922 -0.430 -5.720
O 0.278 -1.001 -4.905
O 0.542 -0.262 -7.020
F 3.472 1.495 -6.680
H 1.159 1.616 -7.612
H 1.697 0.290 -8.661
H 3.338 -0.477 -7.032
C -3.410 1.585 3.462
C -3.583 0.479 2.467
O -2.754 0.878 1.395
C -1.753 1.616 1.969
O -0.736 1.884 1.430
O -2.068 1.992 3.239
F -4.869 0.422 2.024
H -4.080 2.427 3.275
H -3.551 1.246 4.489
H -3.272 -0.504 2.829
C -8.150 -1.074 4.004
C -7.675 -2.412 4.493
O -6.393 -2.122 5.014
C -6.446 -0.826 5.434
O -5.651 -0.324 6.161
O -7.529 -0.179 4.924
F -7.542 -3.289 3.470
H -7.804 -0.852 2.991
H -9.234 -0.978 4.034
H -8.298 -2.853 5.276
C -1.855 6.141 -0.574
C -0.676 5.899 0.324
O -1.283 5.603 1.568
C -2.485 5.044 1.270
O -3.147 4.429 2.047
O -2.835 5.264 -0.025
F 0.073 7.020 0.460
H -2.217 7.171 -0.521
H -1.646 5.896 -1.614
H -0.040 5.065 0.019
C -6.119 6.155 2.585
C -5.627 7.070 3.666
O -6.773 7.844 3.972
C -7.846 7.044 3.700
O -8.951 7.254 4.082
O -7.488 5.972 2.942
F -4.656 7.897 3.205
H -6.061 6.608 1.592
H -5.586 5.205 2.568
H -5.278 6.559 4.566
```

## Properties
- HOMO level: -1.5 eV
- Charge: -1

# 5
Formula: C4H11NS
Source: OMol25
Level of theory: ωB97M-V/def2-TZVPD

XYZ file:
```
17
Properties=species:S:1:pos:R:3
C 1.773 0.367 -2.129
C 1.629 -0.720 -1.098
C 0.588 -0.544 -0.064
N 1.127 0.397 1.049
H 1.121 1.193 -1.835
H 2.784 0.777 -2.213
H 1.467 -0.001 -3.112
H 1.573 -1.726 -1.530
H 0.303 -1.420 0.512
H -0.383 -0.109 -0.325
H 1.040 1.361 0.706
H 2.137 0.317 0.943
C -3.041 0.133 1.878
S -2.944 -1.404 0.893
H -2.997 -0.114 2.940
H -2.206 0.805 1.672
H -3.969 0.686 1.712
```

## Properties
- Spin multiplicity: 2
- ΔE to the lowest compared entry with this formula, charge and spin: 36.7 kcal per mole
- HOMO level (spin up / spin down): -2.1 / -2.1 eV
- ⟨S²⟩: 0.7540
- Charge: -1

# 6
Formula: C3H10N3O
Source: OMol25
Level of theory: ωB97M-V/def2-TZVPD

XYZ file:
```
17
Properties=species:S:1:pos:R:3
C 1.802 1.544 -1.500
C -1.652 -1.439 0.086
C 0.496 -0.857 1.270
N 1.196 0.786 -0.399
N -0.330 -0.753 0.049
N 0.146 0.103 -0.789
O -2.384 0.935 1.042
H 2.813 1.300 -1.713
H 1.302 1.510 -2.470
H 1.948 2.590 -1.098
H -2.536 -0.021 0.916
H -1.929 -1.466 -1.001
H -1.340 -2.483 0.264
H 0.558 0.156 1.699
H -0.080 -1.630 1.953
H 1.495 -1.222 0.928
H -1.504 0.948 0.763
```

## Properties
- ΔE to the lowest compared entry with this formula, charge and spin: 95.5 kcal per mole
- HOMO level: -2.2 eV
- Charge: -1

# 7
Formula: C24H22N2O5S
Source: OMol25
Level of theory: ωB97M-V/def2-TZVPD

XYZ file:
```
54
Properties=species:S:1:pos:R:3
C 7.874 1.998 -0.699
H 8.933 2.194 -0.860
O 7.788 0.640 -0.339
C 6.559 0.113 -0.093
C 5.366 0.819 -0.149
C 4.158 0.185 0.136
C 4.138 -1.170 0.446
C 5.329 -1.876 0.488
C 6.530 -1.245 0.234
H 7.464 -1.783 0.272
H 5.320 -2.930 0.721
H 3.202 -1.679 0.620
C 2.916 0.998 0.045
O 2.828 1.936 -0.735
C 1.824 0.614 0.933
C 0.610 1.169 0.773
N -0.478 0.862 1.527
C -1.793 1.149 1.243
C -2.175 2.038 0.230
C -3.505 2.150 -0.123
C -4.465 1.418 0.553
C -4.116 0.618 1.628
C -2.790 0.493 1.979
H -2.504 -0.157 2.792
H -4.892 0.084 2.152
S -6.037 1.147 -0.244
O -6.472 2.296 -0.976
O -6.940 0.494 0.647
N -5.526 0.022 -1.425
C -4.647 -0.944 -0.916
C -3.288 -0.920 -1.213
C -2.411 -1.760 -0.535
C -2.917 -2.674 0.389
C -4.277 -2.751 0.623
C -5.143 -1.876 -0.009
H -6.199 -1.873 0.207
H -4.664 -3.476 1.323
H -2.224 -3.315 0.912
C -0.936 -1.640 -0.668
O -0.205 -1.969 0.242
C -0.402 -1.061 -1.950
H -0.895 -1.508 -2.810
H 0.671 -1.225 -2.005
H -0.583 0.012 -1.963
H -2.919 -0.197 -1.926
H -5.167 0.531 -2.220
H -3.815 2.790 -0.934
H -1.436 2.611 -0.305
H -0.330 0.148 2.230
H 0.482 1.901 -0.011
H 2.006 -0.126 1.695
H 5.331 1.866 -0.407
H 7.322 2.204 -1.621
H 7.502 2.650 0.099
```

## Properties
- ΔE to the lowest compared entry with this formula, charge and spin: 7.2 kcal per mole
- HOMO level: -8.4 eV
- Charge: 0

# 8
Formula: C47H92INO17
Source: OMol25
Level of theory: ωB97M-V/def2-TZVPD

XYZ file:
```
158
Properties=species:S:1:pos:R:3
C -2.276 1.500 -4.992
C -2.068 0.979 -6.423
C -3.190 0.041 -6.873
C -3.294 -0.201 -8.384
C -1.964 -0.192 -9.147
C -1.952 -1.098 -10.400
C -0.727 -1.963 -10.492
C 0.183 -1.811 -11.536
C 1.368 -2.557 -11.646
C 2.305 -2.333 -12.808
C 3.707 -1.909 -12.351
C 4.531 -1.415 -13.525
I 6.483 -0.829 -12.904
C 1.672 -3.503 -10.666
C 0.758 -3.684 -9.647
C -0.415 -2.948 -9.561
C -1.165 -3.427 -8.371
O -2.045 -2.895 -7.764
N -0.544 -4.678 -7.926
C 0.799 -4.615 -8.488
O 1.758 -5.142 -8.010
H -2.605 2.539 -5.001
H -1.340 1.485 -4.435
H -3.010 0.903 -4.452
H -1.962 1.817 -7.116
H -1.120 0.438 -6.464
H -4.135 0.479 -6.537
H -3.087 -0.904 -6.337
H -3.958 0.554 -8.814
H -3.779 -1.165 -8.549
H -1.150 -0.484 -8.484
H -1.749 0.828 -9.467
H -2.852 -1.712 -10.442
H -1.939 -0.459 -11.284
H -0.029 -1.076 -12.303
H 2.363 -3.267 -13.371
H 1.879 -1.562 -13.451
H 4.204 -2.763 -11.888
H 3.616 -1.131 -11.592
H 4.067 -0.547 -13.986
H 4.662 -2.195 -14.270
H 2.573 -4.100 -10.700
H -1.017 -5.448 -8.396
C 1.118 -4.541 -4.853
O 0.648 -4.153 -3.576
C -0.147 -2.985 -3.638
C -1.092 -2.903 -2.463
O -2.217 -3.761 -2.559
C -2.016 -5.140 -2.304
C -1.856 -5.475 -0.840
O -0.558 -5.158 -0.371
C -0.549 -4.905 1.015
H 1.793 -3.781 -5.266
H 1.670 -5.471 -4.740
H 0.289 -4.701 -5.544
H -0.730 -2.966 -4.568
H 0.508 -2.100 -3.620
H -1.512 -1.894 -2.454
H -0.553 -3.055 -1.524
H -1.184 -5.541 -2.886
H -2.934 -5.623 -2.648
H -2.033 -6.550 -0.694
H -2.606 -4.920 -0.262
H -1.236 -4.090 1.271
H 0.462 -4.611 1.287
H -0.826 -5.800 1.586
C -5.720 -4.955 0.978
O -5.243 -3.750 1.532
C -5.300 -2.676 0.608
C -5.317 -1.342 1.316
O -6.561 -1.007 1.908
C -6.886 -1.635 3.137
C -6.145 -1.076 4.330
O -4.816 -1.564 4.383
C -3.947 -0.702 5.082
H -5.084 -5.274 0.143
H -5.692 -5.714 1.758
H -6.750 -4.855 0.619
H -6.196 -2.764 -0.019
H -4.416 -2.711 -0.045
H -5.153 -0.575 0.556
H -4.503 -1.280 2.041
H -6.761 -2.719 3.079
H -7.947 -1.423 3.286
H -6.675 -1.375 5.245
H -6.146 0.019 4.270
H -3.919 0.293 4.623
H -2.950 -1.137 5.037
H -4.241 -0.599 6.133
C 1.776 -1.479 1.708
O 1.978 -1.758 3.076
C 1.829 -3.135 3.375
C 2.594 -3.510 4.622
O 3.996 -3.625 4.443
C 4.736 -2.421 4.324
C 4.888 -1.660 5.620
O 3.687 -0.975 5.922
C 3.514 -0.703 7.291
H 0.747 -1.703 1.399
H 1.964 -0.417 1.561
H 2.466 -2.052 1.080
H 2.186 -3.747 2.538
H 0.762 -3.345 3.535
H 2.266 -4.509 4.917
H 2.353 -2.821 5.435
H 4.318 -1.771 3.552
H 5.732 -2.733 4.001
H 5.707 -0.934 5.515
H 5.144 -2.359 6.425
H 3.537 -1.622 7.890
H 2.532 -0.247 7.399
H 4.275 -0.011 7.669
C 0.045 0.719 5.804
O -0.680 1.581 6.653
C -0.072 1.739 7.919
C -0.484 3.041 8.565
O 0.161 4.182 8.025
C -0.298 4.665 6.773
C -1.612 5.407 6.835
O -2.702 4.507 6.926
C -3.839 5.087 7.521
H 0.075 -0.303 6.202
H -0.460 0.707 4.841
H 1.071 1.073 5.658
H 1.021 1.720 7.823
H -0.378 0.910 8.575
H -0.158 3.003 9.607
H -1.570 3.150 8.553
H -0.336 3.869 6.027
H 0.464 5.383 6.460
H -1.719 6.010 5.922
H -1.602 6.083 7.698
H -3.616 5.446 8.534
H -4.605 4.317 7.582
H -4.223 5.924 6.926
C 6.225 7.801 2.992
O 5.720 8.105 4.271
C 4.893 9.253 4.276
C 3.929 9.227 5.439
O 2.833 8.346 5.267
C 3.071 6.960 5.448
C 3.208 6.536 6.891
O 4.493 6.856 7.395
C 4.502 7.018 8.794
H 6.883 8.594 2.619
H 6.797 6.880 3.078
H 5.413 7.647 2.271
H 4.323 9.317 3.340
H 5.522 10.151 4.362
H 3.481 10.221 5.507
H 4.460 9.030 6.374
H 3.929 6.621 4.864
H 2.178 6.472 5.048
H 3.060 5.449 6.958
H 2.428 7.026 7.486
H 3.813 7.812 9.106
H 5.514 7.296 9.084
H 4.227 6.090 9.308
```

## Properties
- HOMO level: -9.0 eV
- Charge: 0

# 9
Formula: C4H7NO2
Source: OMol25
Level of theory: ωB97M-V/def2-TZVPD

XYZ file:
```
14
Properties=species:S:1:pos:R:3
O -1.704 -1.684 -0.706
C -1.852 -0.527 -1.029
C 0.842 0.323 0.361
C 0.598 1.601 0.992
N -0.412 0.512 0.990
C 1.525 -0.507 -0.415
O 1.179 -1.764 -0.786
H 0.232 -1.926 -0.609
H -1.084 0.015 -1.604
H -2.768 0.038 -0.787
H 0.313 2.470 0.401
H 1.096 1.842 1.930
H -0.488 0.048 1.894
H 2.487 -0.209 -0.820
```

## Properties
- ΔE to the lowest compared entry with this formula, charge and spin: 87.3 kcal per mole
- HOMO level: -8.4 eV
- Charge: 0

# 10
Formula: C3H6FNS
Source: OMol25
Level of theory: ωB97M-V/def2-TZVPD

XYZ file:
```
12
Properties=species:S:1:pos:R:3
C -1.005 0.039 0.119
C 0.429 0.276 0.482
C 1.403 -0.869 -0.012
H -2.754 0.807 -0.947
H -1.390 1.971 -0.606
H 0.608 0.478 1.565
H 0.946 1.151 0.065
H 0.754 -1.231 -0.988
H 1.675 -1.769 0.836
N -1.907 1.027 -0.129
F 2.664 -0.252 -0.339
S -1.423 -1.628 -0.045
```

## Properties
- ΔE to the lowest compared entry with this formula, charge and spin: 62.3 kcal per mole
- HOMO level: -8.7 eV
- Charge: 0